Entry 1:
Below is the molecule C5H6ClIN2 at a distorted geometry, with properties calculated with the ωB97M-V functional and the def2-TZVPD basis.

CARTESIAN COORDINATES (ANGSTROEM)
C  -0.40790  -0.04351  -1.64348
C  0.33600  0.36367  0.96395
C  -1.38333  -0.64600  -0.57858
C  -0.63377  -0.76536  0.75712
C  1.28982  0.58756  -0.16434
N  0.73817  0.45522  -1.45445
N  0.26918  1.18755  1.94880
Cl  2.08072  2.19593  -0.20351
I  2.95686  -0.92970  0.08697
H  -0.86076  -0.16966  -2.63409
H  -2.45205  -0.14970  -0.69717
H  -1.57597  -1.70007  -0.89520
H  0.07195  -1.69904  0.94931
H  -1.39558  -0.66715  1.68482
H  0.96665  1.98027  1.87987

Atoms 1-3, force components in eV/Å:
C -1.767 -1.047 1.123
C -0.047 2.571 1.267
C 0.203 -0.568 -1.280

Values from the calculation:
- SMILES = [H]/N=C1/CCC=N[C@]1(Cl)I
- orbital gap (eV) = 8.8835
- multiplicity = 1
- DFT total energy (eV) = -28883.798
- ΔE to the lowest compared entry with this formula, charge and spin (kJ/mol) = 0.00

***

Entry 2:
Below is the molecule C5H6ClN at a distorted geometry, with properties calculated with the ωB97M-V functional and the def2-TZVPD basis.

CARTESIAN COORDINATES (ANGSTROEM)
C  -1.33957  2.12462  2.60420
C  -0.81921  1.24627  1.90644
C  0.29846  0.62581  -0.20727
C  0.02275  -1.73566  -1.22624
C  0.96358  -0.46602  -0.93009
N  -0.03851  0.29354  1.44226
Cl  -0.13181  1.98234  -0.93500
H  -1.59992  2.97600  3.15207
H  -0.84722  -1.53070  -1.75156
H  -0.19408  -2.00859  -0.22406
H  0.55127  -2.59888  -1.81297
H  1.70546  -0.92858  -0.30092
H  1.42880  0.01985  -1.71686

Atoms 1-3, force components in eV/Å:
C 0.989 -1.772 -1.712
C 0.137 1.290 1.719
C -0.817 -3.724 7.300

Values from the calculation:
- SMILES = C#C/N=C(\Cl)CC
- orbital gap (spin up / spin down) (eV) = 8.5333 / 6.9642
- multiplicity = 1
- DFT total energy (eV) = -19289.080
- ΔE to the lowest compared entry with this formula, charge and spin (kJ/mol) = 534.43

***

What is the formula in the first record?
C5H6ClIN2

***

Number 2 is which compound?
C5H6ClN

***

Look up the ΔE to the lowest compared entry with this formula, charge and spin of the first one.
0.00 kJ/mol